# 1
The following is a quantum chemistry calculation of a molecular structure, C38H104F8N12O28S8, from OMol25.

Output
LUMO: -6.695 eV
Total charge: +4
E_HOMO: -15.427 eV

Cartesian coordinates (Å):
1 C -7.47 2.56 -3.09
2 C -5.90 2.71 -2.95
3 C -5.42 3.08 -1.56
4 O -4.08 2.73 -1.19
5 C -4.00 1.52 -0.41
6 N -5.32 1.42 -3.42
7 H -4.32 1.31 -3.09
8 H -5.86 0.57 -3.19
9 H -5.35 1.29 -4.44
10 H -7.87 1.66 -2.59
11 H -7.68 2.44 -4.18
12 H -7.89 3.47 -2.71
13 H -5.59 3.47 -3.66
14 H -6.15 2.69 -0.81
15 H -5.53 4.16 -1.57
16 H -2.97 1.16 -0.48
17 H -4.78 0.85 -0.72
18 H -4.12 1.69 0.64
19 C 6.17 -5.22 2.69
20 C 5.30 -4.16 1.88
21 C 5.61 -4.14 0.38
22 O 5.06 -3.01 -0.33
23 C 5.96 -2.52 -1.40
24 N 3.84 -4.72 2.06
25 H 3.24 -4.45 1.30
26 H 3.79 -5.75 2.16
27 H 3.50 -4.29 2.91
28 H 7.22 -4.91 2.82
29 H 6.21 -6.16 2.16
30 H 5.74 -5.41 3.69
31 H 5.30 -3.12 2.24
32 H 5.18 -5.11 0.06
33 H 6.70 -4.15 0.27
34 H 6.85 -2.16 -0.90
35 H 5.52 -1.73 -2.04
36 H 6.22 -3.31 -2.11
37 C -2.15 -6.64 4.27
38 C -2.40 -5.29 3.81
39 O -1.65 -4.40 3.61
40 N -4.01 -5.06 3.54
41 H -4.02 -4.36 2.77
42 H -4.39 -5.93 3.12
43 C -4.67 -4.59 4.79
44 H -2.80 -7.29 3.71
45 H -2.51 -6.60 5.27
46 H -1.10 -6.86 4.24
47 H -5.69 -4.22 4.56
48 H -4.10 -3.73 5.16
49 H -4.66 -5.41 5.51
50 C 0.58 3.67 5.82
51 C 1.06 3.99 4.41
52 O 0.17 4.21 3.56
53 N 2.36 4.04 4.02
54 H 3.08 3.78 4.64
55 H -1.38 -0.74 2.84
56 C 2.66 4.21 2.66
57 H -0.23 2.94 5.81
58 H 0.24 4.66 6.19
59 H 1.42 3.38 6.45
60 H 1.76 4.56 2.14
61 H 3.02 3.27 2.20
62 H 3.52 4.87 2.43
63 C 3.36 5.42 -2.85
64 O 4.07 6.36 -2.09
65 C 5.33 5.95 -1.56
66 C 5.81 6.92 -0.50
67 N 5.85 8.22 -1.23
68 H 5.05 8.07 -1.88
69 H 5.50 9.04 -0.75
70 C 7.00 8.40 -2.12
71 C 6.68 9.49 -3.16
72 O 5.34 9.23 -3.56
73 C 4.69 10.32 -4.39
74 H 3.02 4.59 -2.23
75 H 4.01 5.07 -3.64
76 H 2.55 5.98 -3.30
77 H 6.08 5.78 -2.36
78 H 5.23 5.03 -0.96
79 H 6.83 6.63 -0.16
80 H 5.22 6.96 0.43
81 H 7.15 7.41 -2.64
82 H 7.92 8.68 -1.57
83 H 7.41 9.30 -3.98
84 H 6.78 10.50 -2.75
85 H 3.81 9.97 -4.93
86 H 5.40 10.77 -5.07
87 H 4.32 11.01 -3.64
88 C -0.88 7.42 7.14
89 O -1.12 6.46 6.18
90 C -2.45 5.99 6.22
91 C -2.68 4.77 5.23
92 N -2.32 5.14 3.81
93 H -1.74 6.00 3.74
94 H -1.58 4.47 3.55
95 C -3.50 5.19 2.87
96 C -2.98 5.92 1.62
97 O -2.03 5.17 1.05
98 C -1.21 5.91 0.09
99 H -1.53 8.30 7.06
100 H 0.15 7.79 7.20
101 H -1.19 7.02 8.13
102 H -3.08 6.81 5.99
103 H -2.71 5.59 7.23
104 H -3.69 4.35 5.36
105 H -1.93 4.10 5.57
106 H -4.28 5.88 3.19
107 H -3.84 4.19 2.66
108 H -2.55 6.92 1.97
109 H -3.78 6.15 0.93
110 H -1.89 6.42 -0.63
111 H -0.56 5.29 -0.50
112 H -0.63 6.66 0.69
113 C -0.45 -3.68 0.19
114 O 0.71 -2.85 -0.02
115 C 0.36 -1.46 0.06
116 C -0.22 -1.01 -1.25
117 N 0.77 -1.33 -2.37
118 H 1.14 -2.29 -2.30
119 H 0.23 -1.29 -3.20
120 C 1.95 -0.30 -2.48
121 C 1.32 1.07 -2.54
122 O 1.19 1.63 -1.27
123 C 0.16 2.54 -1.24
124 H -1.27 -3.15 -0.31
125 H -0.83 -3.71 1.22
126 H -0.14 -4.65 -0.15
127 H 1.32 -0.95 0.19
128 H -0.23 -1.35 0.95
129 H -0.51 0.05 -1.34
130 H -1.08 -1.58 -1.56
131 H 2.56 -0.68 -3.27
132 H 2.62 -0.41 -1.60
133 H 0.37 0.87 -3.04
134 H 1.85 1.74 -3.19
135 H -0.64 2.12 -1.84
136 H 0.36 3.51 -1.67
137 H -0.25 2.74 -0.28
138 C -2.13 -7.92 -1.65
139 O -1.78 -7.01 -2.63
140 C -2.38 -7.38 -3.86
141 C -2.52 -6.01 -4.65
142 N -1.26 -5.24 -4.54
143 H -1.46 -4.38 -5.04
144 H -1.08 -5.10 -3.55
145 C -0.01 -5.77 -5.09
146 C 1.11 -4.68 -5.07
147 O 1.51 -4.13 -3.83
148 C 2.16 -5.11 -2.98
149 H -1.85 -8.97 -1.80
150 H -3.19 -7.92 -1.50
151 H -1.79 -7.66 -0.67
152 H -3.42 -7.68 -3.74
153 H -1.80 -8.12 -4.40
154 H -3.22 -5.41 -4.07
155 H -2.81 -6.20 -5.65
156 H -0.23 -5.93 -6.15
157 H 0.19 -6.72 -4.57
158 H 0.83 -3.79 -5.64
159 H 1.92 -5.19 -5.64
160 H 1.41 -5.81 -2.60
161 H 2.60 -4.55 -2.18
162 H 2.90 -5.77 -3.42
163 N -1.15 -0.33 3.83
164 S -2.65 0.17 4.46
165 O -3.48 -0.88 4.89
166 O -3.07 1.26 3.61
167 F -2.20 0.87 5.75
168 S -0.16 -1.35 4.81
169 O 0.88 -1.57 3.97
170 O -0.88 -2.36 5.54
171 F 0.29 -0.21 5.74
172 N -3.87 -3.84 1.27
173 S -3.95 -2.15 1.18
174 O -4.88 -1.64 0.22
175 O -2.63 -1.53 1.49
176 F -4.76 -1.92 2.60
177 S -3.71 -4.67 -0.22
178 O -3.14 -4.12 -1.42
179 O -4.84 -5.46 -0.41
180 F -2.65 -5.70 0.21
181 N 1.75 -8.22 0.19
182 S 1.27 -7.15 1.25
183 O 0.14 -7.60 1.97
184 O 1.15 -5.86 0.74
185 F 2.34 -7.03 2.39
186 S 3.36 -8.21 -0.41
187 O 4.26 -7.45 0.46
188 O 3.36 -7.90 -1.84
189 F 3.77 -9.68 -0.40
190 N -2.15 -1.94 -4.70
191 S -3.18 -0.97 -4.13
192 O -3.89 -0.29 -5.14
193 O -2.62 -0.06 -3.17
194 F -4.19 -1.64 -3.27
195 S -1.55 -1.92 -6.21
196 O -2.19 -0.92 -6.92
197 O -1.39 -3.29 -6.63
198 F -0.05 -1.49 -5.90

Results of the Mulliken charge analysis, in e, for atoms 1 through 8: C -1.39; C 0.26; C -0.81; O -0.46; C -0.67; N -0.06; H 0.01; H 0.40

=====

# 2
The following is a quantum chemistry calculation of 10 unconnected molecules or ions with the total composition C38H104N12O12, from OMol25.

Output
LUMO: 0.571 eV
Structure (SMILES): COC[C@H](C)N.COC[C@H](C)N.COC[C@H](C)N.COC[C@H](C)N.COC[C@H](C)N.COC[C@H](C)N.COCCNCCOC.COCCNCCOC.NC(N)=O.NC(N)=O
Energy above the lowest of the compared OMol25 structures with the same formula, charge and spin: 0.459 eV
E_HOMO: -8.692 eV

Cartesian coordinates (Å):
1 C 4.68 -19.54 -14.75
2 O 5.25 -19.98 -15.71
3 N 3.70 -18.62 -14.93
4 N 5.00 -19.77 -13.49
5 H 3.26 -18.20 -14.14
6 H 3.83 -18.09 -15.79
7 H 5.62 -20.60 -13.44
8 H 4.20 -19.90 -12.83
9 C 5.20 -24.33 -16.95
10 O 5.72 -25.14 -16.20
11 N 5.83 -23.07 -17.03
12 N 4.04 -24.53 -17.68
13 H 6.55 -23.02 -16.36
14 H 5.33 -22.27 -17.30
15 H 3.50 -25.38 -17.53
16 H 3.80 -23.86 -18.38
17 C 2.92 -17.96 -10.27
18 O 3.05 -19.35 -10.51
19 C 1.82 -20.03 -10.29
20 C 2.05 -21.52 -10.02
21 N 2.55 -21.69 -8.67
22 C 2.78 -23.10 -8.40
23 C 3.42 -23.19 -7.01
24 O 4.69 -22.63 -7.12
25 C 5.29 -22.07 -5.94
26 H 3.72 -17.48 -10.77
27 H 2.93 -17.82 -9.20
28 H 2.04 -17.57 -10.82
29 H 1.18 -19.78 -11.15
30 H 1.30 -19.53 -9.42
31 H 2.77 -21.85 -10.79
32 H 1.09 -21.95 -10.13
33 H 3.48 -21.28 -8.72
34 H 3.35 -23.66 -9.16
35 H 1.84 -23.63 -8.30
36 H 3.58 -24.29 -6.78
37 H 2.80 -22.67 -6.27
38 H 6.04 -21.31 -6.28
39 H 5.83 -22.77 -5.30
40 H 4.57 -21.61 -5.31
41 C 2.02 -21.46 -16.42
42 O 1.83 -21.40 -17.85
43 C 2.86 -20.77 -18.58
44 C 2.34 -19.70 -19.59
45 N 1.84 -18.60 -18.90
46 C 1.30 -17.58 -19.78
47 C 0.69 -16.49 -19.00
48 O -0.25 -17.00 -18.03
49 C -0.70 -15.91 -17.16
50 H 1.75 -20.50 -15.91
51 H 3.06 -21.58 -16.16
52 H 1.39 -22.23 -16.07
53 H 3.50 -21.50 -19.16
54 H 3.60 -20.32 -17.88
55 H 1.50 -20.26 -20.20
56 H 3.14 -19.44 -20.34
57 H 1.15 -18.96 -18.29
58 H 0.47 -17.99 -20.41
59 H 2.06 -17.15 -20.46
60 H 0.15 -15.75 -19.61
61 H 1.48 -16.04 -18.40
62 H -1.19 -16.49 -16.43
63 H -1.35 -15.31 -17.76
64 H 0.15 -15.38 -16.84
65 C -0.48 -27.99 -17.21
66 C 0.62 -26.88 -17.58
67 C -0.06 -25.53 -17.49
68 O -0.66 -25.45 -16.15
69 C -1.17 -24.18 -15.78
70 N 1.95 -26.87 -16.91
71 H 0.04 -28.89 -17.30
72 H -1.29 -27.98 -17.97
73 H -0.94 -27.87 -16.23
74 H 0.72 -27.07 -18.66
75 H -0.83 -25.38 -18.25
76 H 0.67 -24.73 -17.52
77 H -2.22 -24.04 -16.04
78 H -0.62 -23.38 -16.28
79 H -1.12 -24.13 -14.70
80 H 1.83 -26.85 -15.89
81 H 2.39 -27.76 -17.10
82 C 5.89 -24.87 -12.22
83 C 7.05 -24.18 -12.89
84 C 7.79 -25.23 -13.66
85 O 8.68 -24.55 -14.47
86 C 9.56 -25.38 -15.22
87 N 6.54 -23.04 -13.74
88 H 6.25 -25.78 -11.68
89 H 5.15 -25.11 -13.01
90 H 5.44 -24.21 -11.51
91 H 7.72 -23.74 -12.12
92 H 7.12 -25.86 -14.28
93 H 8.39 -25.84 -12.95
94 H 8.98 -25.96 -16.01
95 H 10.08 -26.14 -14.66
96 H 10.36 -24.81 -15.72
97 H 7.24 -22.39 -14.09
98 H 6.01 -23.40 -14.54
99 C 0.49 -29.85 -11.31
100 C 1.23 -31.06 -11.86
101 C 2.67 -30.93 -11.44
102 O 3.35 -29.78 -12.02
103 C 3.89 -30.09 -13.28
104 N 0.66 -32.34 -11.37
105 H 1.22 -29.01 -11.33
106 H 0.25 -30.04 -10.24
107 H -0.42 -29.61 -11.84
108 H 1.26 -31.01 -12.94
109 H 3.30 -31.82 -11.70
110 H 2.57 -30.77 -10.35
111 H 4.60 -30.91 -13.24
112 H 4.44 -29.19 -13.62
113 H 3.04 -30.28 -13.99
114 H -0.34 -32.44 -11.45
115 H 1.00 -33.18 -11.81
116 C 1.05 -23.44 -12.83
117 C 2.50 -23.78 -13.15
118 C 2.49 -24.75 -14.33
119 O 1.87 -25.98 -13.97
120 C 2.54 -26.85 -13.08
121 N 3.24 -22.52 -13.49
122 H 0.48 -24.37 -12.58
123 H 0.54 -23.08 -13.79
124 H 0.91 -22.67 -12.09
125 H 3.03 -24.21 -12.27
126 H 3.48 -25.01 -14.68
127 H 1.94 -24.34 -15.22
128 H 3.55 -27.15 -13.49
129 H 1.94 -27.74 -13.11
130 H 2.70 -26.45 -12.05
131 H 4.22 -22.57 -13.31
132 H 2.96 -22.14 -14.38
133 C -1.41 -18.01 -10.17
134 C -1.53 -18.89 -11.42
135 C -2.96 -19.31 -11.60
136 O -3.12 -20.04 -12.78
137 C -2.56 -21.37 -12.85
138 N -0.98 -18.15 -12.58
139 H -0.49 -17.46 -10.28
140 H -1.35 -18.67 -9.31
141 H -2.20 -17.30 -9.98
142 H -0.88 -19.72 -11.23
143 H -3.59 -18.43 -11.69
144 H -3.17 -19.94 -10.72
145 H -2.49 -21.68 -11.82
146 H -1.57 -21.33 -13.36
147 H -3.26 -21.99 -13.45
148 H 0.01 -18.41 -12.70
149 H -1.42 -18.55 -13.42
150 C -3.11 -25.53 -11.99
151 C -1.75 -25.97 -12.50
152 C -0.83 -26.45 -11.42
153 O -0.64 -25.38 -10.53
154 C 0.11 -25.77 -9.39
155 N -1.79 -27.07 -13.50
156 H -3.79 -25.26 -12.83
157 H -3.07 -24.75 -11.22
158 H -3.59 -26.41 -11.53
159 H -1.28 -25.05 -12.93
160 H 0.08 -26.79 -11.90
161 H -1.24 -27.32 -10.93
162 H 1.18 -25.98 -9.66
163 H -0.37 -26.68 -8.97
164 H 0.16 -24.92 -8.67
165 H -2.31 -26.80 -14.30
166 H -0.81 -27.23 -13.74

Results of the Mulliken charge analysis, in e, for atoms 1 through 8: C 0.56; O -0.66; N -0.25; N -0.45; H 0.12; H 0.25; H 0.23; H 0.17